Record 1
A structure of composition C39H87N5O7 at a distorted geometry, computed with ωB97M-V with the def2-TZVPD basis set.

The geometry in XYZ format:
```
138
Properties=species:S:1:pos:R:3:forces:R:3
C 7.227 1.863 1.036 0.3250 0.6379 -0.2874
C 6.577 1.696 2.410 -0.4717 0.3535 0.3798
C 6.282 3.048 3.088 0.1155 0.3665 -0.9233
C 5.076 3.806 2.519 -0.0656 -1.1226 0.4364
C 3.862 2.883 2.577 0.0233 -0.0303 0.4227
C 4.094 1.553 1.878 -0.0740 -0.1342 -0.9737
N 5.315 0.942 2.432 -0.0007 -0.2127 0.0606
O 5.549 -0.300 1.753 -0.0550 0.0873 -0.1021
C 2.938 0.601 2.183 -0.2705 -0.1216 0.1308
C 4.106 1.754 0.347 -0.5943 0.1063 -0.3101
C 7.535 0.954 3.326 0.5451 0.1292 0.5405
H 6.552 1.993 0.198 -0.2592 -0.4988 0.0952
H 7.915 1.040 0.852 -0.0862 -0.0267 -0.2683
H 7.794 2.802 0.990 0.2616 -0.2247 0.3385
H 6.163 2.881 4.158 0.0050 0.1330 0.0652
H 7.144 3.685 2.873 0.2020 -0.1227 0.5743
H 5.295 4.087 1.489 -0.0850 0.4121 0.0744
H 4.901 4.651 3.183 -0.0104 0.3943 -0.4390
H 2.957 3.329 2.158 0.0675 0.0910 0.0016
H 3.664 2.669 3.635 -0.1036 0.0282 -0.0631
H 2.907 -0.276 1.538 0.4053 -0.1000 0.1123
H 3.013 0.286 3.227 -0.1714 -0.0411 -0.0156
H 1.962 1.057 2.002 0.1347 0.3121 0.2106
H 3.082 1.940 0.001 -0.0048 -0.0595 0.2221
H 4.659 2.616 -0.025 0.2759 -0.0857 0.1754
H 4.419 0.846 -0.168 0.2771 0.0753 0.0501
H 7.110 0.877 4.329 -0.1814 -0.2779 -0.1172
H 8.464 1.514 3.482 -0.0295 0.0560 -0.3456
H 7.805 -0.029 2.944 -0.1036 -0.0350 0.0066
H 5.396 -0.957 2.438 -0.0143 -0.0218 0.0114
C -6.325 -1.015 -0.594 1.0995 0.8915 -0.0970
C -5.891 -1.710 0.690 -0.5205 -0.9654 1.5045
C -6.536 -3.102 0.695 0.1247 -0.9473 -0.6930
C -5.888 -4.143 1.606 0.2218 1.2086 0.4061
C -4.418 -4.271 1.243 0.2305 -0.5851 0.3190
C -3.655 -2.948 1.254 0.3223 0.8152 0.4871
N -4.451 -1.863 0.694 -0.1604 -1.1228 -1.5566
O -3.694 -0.709 0.433 0.2039 -0.8221 0.4873
C -3.192 -2.539 2.663 0.2763 0.0102 0.4489
C -2.405 -3.091 0.392 -0.0056 0.6535 -0.4207
C -6.376 -0.925 1.923 3.7592 -7.4169 1.4190
H -5.911 -1.550 -1.450 -0.4902 -0.3382 -0.0645
H -5.836 -0.032 -0.635 -0.5030 -0.1241 -0.1129
H -7.394 -0.830 -0.644 -0.1063 -0.2681 -0.2230
H -7.606 -3.018 0.896 0.0461 0.2101 0.1050
H -6.464 -3.521 -0.319 -0.0062 0.0932 -0.0530
H -6.452 -5.073 1.580 0.1840 -0.1663 -0.1183
H -5.902 -3.785 2.646 -0.2724 -0.0697 -0.0703
H -4.234 -4.771 0.287 -0.3702 0.1189 -0.1192
H -3.932 -4.905 1.995 0.0454 -0.0030 -0.1200
H -2.443 -3.227 3.070 -0.1271 -0.0865 -0.0719
H -2.708 -1.561 2.615 -0.0297 0.0013 -0.1256
H -3.997 -2.443 3.396 -0.1322 -0.1908 -0.1712
H -1.775 -3.912 0.727 -0.0468 -0.1388 -0.1401
H -2.711 -3.171 -0.656 0.0508 -0.5352 0.0536
H -1.836 -2.160 0.405 0.1781 -0.1350 0.3033
H -7.461 -0.987 2.042 0.1157 -0.3227 0.5171
H -6.168 0.144 1.781 4.5252 -8.6162 0.6090
H -5.891 -1.177 2.864 0.2196 -1.2633 0.2830
H -3.846 -0.485 -0.492 0.4200 -0.4490 -0.2888
C 7.488 -1.166 -4.928 0.4047 -0.0009 0.7142
C 6.172 -0.865 -4.187 0.2262 0.5657 0.3760
C 6.496 -0.287 -2.807 0.7916 0.5028 0.8258
C 6.826 1.201 -2.839 -0.1877 -0.0999 -0.7851
C 5.663 1.970 -3.438 0.3016 0.4005 0.5024
C 5.355 1.525 -4.866 0.7753 0.9026 0.1643
N 5.325 0.078 -4.917 -1.2288 -0.2525 0.4570
O 5.061 -0.377 -6.235 0.2136 0.1018 0.0763
C 3.996 2.080 -5.244 -1.0027 -0.2113 -0.9730
C 6.413 2.143 -5.800 0.1424 -0.1526 -0.9345
C 5.363 -2.132 -3.963 0.0739 -0.5883 -1.0452
H 7.421 -0.922 -5.983 0.0375 -0.3639 -0.1259
H 7.789 -2.195 -4.717 -0.1657 -0.1254 -0.5563
H 8.318 -0.607 -4.482 -0.1482 0.3644 -0.2389
H 5.720 -0.483 -2.062 -0.1753 -0.0113 -0.1958
H 7.405 -0.785 -2.450 -0.2454 -0.3189 0.0620
H 7.679 1.319 -3.517 0.0630 0.1478 0.1191
H 7.124 1.658 -1.896 -0.0586 -0.4315 0.1975
H 5.958 3.024 -3.434 -0.2279 0.0453 -0.3309
H 4.769 1.938 -2.805 0.0148 -0.3962 0.0046
H 3.859 3.144 -5.042 0.3286 -0.0006 0.2430
H 3.808 1.974 -6.320 0.1926 -0.0071 0.0667
H 3.167 1.537 -4.778 0.2341 0.0263 0.3364
H 6.139 1.998 -6.851 -0.1058 -0.1768 0.1430
H 6.517 3.225 -5.695 -0.0780 -0.0393 0.3308
H 7.397 1.683 -5.703 -0.0172 0.0535 0.2656
H 4.506 -1.981 -3.313 -0.0229 0.1144 0.0209
H 5.982 -2.953 -3.596 0.0338 0.1624 0.2766
H 5.026 -2.459 -4.952 -0.2192 -0.1294 0.1705
H 4.111 -0.533 -6.223 -0.0223 -0.1002 -0.0990
C -4.788 1.769 0.661 -0.2303 -0.4260 0.1642
O -6.207 1.832 0.576 -0.0324 1.0297 -0.1886
C -6.838 1.092 1.590 -6.0311 9.1338 -2.8508
C -8.066 1.831 2.063 -0.7068 1.5039 0.4742
N -8.597 1.351 3.350 0.1597 0.4796 0.1303
C -7.690 1.585 4.476 1.3292 -0.2199 -1.1231
C -8.223 0.969 5.723 0.1185 0.4798 0.6467
O -9.328 1.737 6.156 -0.3576 -0.1696 -0.4773
C -9.994 1.162 7.243 0.1446 -0.2708 0.5983
H -4.352 2.192 -0.239 -0.1210 0.4449 0.0190
H -4.488 0.713 0.687 0.0001 1.2235 0.5091
H -4.444 2.286 1.559 0.1906 0.1952 -0.0504
H -6.154 0.873 2.413 -0.4747 3.8043 1.4381
H -7.170 0.115 1.206 -2.2682 4.1320 -1.8265
H -8.869 1.748 1.328 0.1261 -0.3015 -0.1018
H -7.863 2.917 2.086 0.3023 -0.0286 0.1887
H -9.374 1.968 3.573 -0.3398 -0.4242 -0.2264
H -7.365 2.636 4.542 -0.5635 0.1152 0.4723
H -6.721 1.112 4.267 -0.2083 -0.3777 0.0382
H -7.456 0.966 6.513 0.0080 -0.0309 -0.0643
H -8.502 -0.068 5.513 -0.1535 0.0091 0.0136
H -10.973 1.618 7.366 0.0692 0.2328 -0.0550
H -9.398 1.308 8.156 -0.1871 -0.0276 0.0462
H -10.155 0.082 7.131 0.0829 0.0373 -0.2042
C -3.567 0.444 -2.873 0.5576 -0.1948 0.4078
O -2.383 -0.219 -2.459 -0.3017 0.1310 0.5001
C -2.026 -1.307 -3.271 0.0873 -0.1677 -0.6233
C -0.673 -1.794 -2.824 0.5679 0.0834 -0.3106
N 0.321 -0.728 -3.009 -0.1023 0.0660 0.3126
C 1.607 -1.046 -2.392 -0.1789 0.1710 0.6664
C 1.692 -0.618 -0.913 0.9788 -0.7590 -0.7701
O 0.988 -1.388 0.029 -0.7470 0.5746 0.4760
C 1.210 -2.778 0.002 -0.3615 0.0633 -0.7009
H -4.392 -0.264 -3.008 0.0721 0.0199 -0.4722
H -3.317 1.045 -3.749 -0.5543 -0.0316 -0.1921
H -3.865 1.085 -2.046 0.0781 0.2916 -0.0782
H -2.795 -2.090 -3.223 0.1101 -0.0587 0.1101
H -1.938 -1.000 -4.327 -0.1087 0.1094 0.1316
H -0.719 -2.171 -1.796 -0.1314 0.0945 -0.0429
H -0.317 -2.589 -3.487 -0.4080 -0.2985 0.1424
H -0.040 0.105 -2.553 -0.0488 0.0294 -0.1423
H 1.792 -2.115 -2.499 0.2174 0.0036 -0.1902
H 2.420 -0.481 -2.860 -0.0620 -0.1711 -0.3186
H 2.746 -0.625 -0.596 0.0486 0.1127 -0.2792
H 1.364 0.423 -0.959 -0.3134 -0.0585 0.8584
H 0.783 -3.222 0.897 0.1517 0.2148 0.2104
H 2.267 -3.049 -0.103 0.0303 0.0848 0.0818
H 0.641 -3.192 -0.840 0.3232 -0.3391 0.0242
```
Forces are in eV/Å.

gap between HOMO and LUMO: 7.70 eV
net charge: 0
molecular weight: 738.153 g/mol
strongest force on any atom: 11.310 eV/A
energy above the lowest of the compared OMol25 structures with the same formula, charge and spin: 197.4 kcal/mol

These are the Mulliken partial charges, in e, on atoms 1 to 6:
1. C -1.251
2. C 1.858
3. C -1.358
4. C -0.513
5. C -1.429
6. C 2.371


Record 2
A cluster of 8 separate species, C39H89F2N2O9P2S9Si in total at a distorted geometry, computed with ωB97M-V with the def2-TZVPD basis set.

The geometry in XYZ format:
```
153
Properties=species:S:1:pos:R:3:forces:R:3
C -4.315 -1.438 1.050 0.0001 0.3474 0.1412
C -2.794 -1.329 1.543 0.1655 0.6139 0.2978
C -2.440 0.220 1.829 0.1282 -0.3018 -0.5852
C -1.701 -1.895 0.508 -0.5770 -1.0477 0.0601
C -2.006 -1.571 -1.035 -0.5308 0.2392 -0.1397
C -2.861 -2.747 -1.780 -0.4767 1.0019 0.9189
C -0.714 -1.115 -1.891 -1.9049 1.7490 0.2851
O 0.553 -1.561 -1.365 0.1791 -1.6024 -1.8230
C 1.263 -2.432 -2.299 1.4029 -0.5060 1.2200
C 0.454 -3.722 -2.743 -0.8771 -0.3551 -1.4883
N 0.327 -4.811 -1.731 -0.0835 0.0022 -0.4429
C 2.510 -2.946 -1.377 -1.9203 0.8492 2.1214
N 3.517 -3.736 -2.179 0.6570 1.0419 -0.0416
C 4.320 -4.694 -1.328 -1.0897 -4.3763 2.1384
F 5.462 -5.220 -2.011 -2.0653 2.3833 1.3099
F 4.589 -4.216 -0.028 0.1433 -0.2202 -3.4645
C 3.349 -5.983 -1.112 0.3537 -0.6509 -0.1673
C 4.102 -7.237 -0.448 -0.3700 -0.4248 -0.7085
Si 3.943 -7.372 1.456 0.8637 -0.8131 1.5072
C 4.507 -9.154 1.997 0.4016 -0.6730 0.4246
C 2.148 -7.180 2.114 -0.2072 -0.1958 0.0436
C 5.193 -6.182 2.344 1.6149 2.0414 1.0475
C 6.716 -6.285 1.956 -1.7182 3.2831 3.0717
C 7.691 -5.291 2.645 -3.5768 -0.4450 0.0918
C 7.142 -4.254 3.660 -1.7905 -1.5641 -1.0259
C 5.643 -4.169 4.060 1.1973 -2.7499 -2.9176
C 4.647 -5.163 3.370 3.8823 0.2073 -0.6274
C 4.316 -2.736 -2.953 2.3538 0.5836 -2.5542
S 5.812 -2.051 -2.036 -0.0460 -0.9596 -0.6953
C 3.522 -1.450 -3.487 -0.4349 -0.6665 1.2254
P 4.354 -0.973 -5.118 1.3014 2.0471 -0.0541
S 4.436 0.986 -5.366 -0.3143 -0.7792 0.1251
C 1.909 -1.542 -3.495 -1.5896 2.1215 1.2594
P 1.233 -1.826 -5.232 0.1562 -0.3195 -2.4841
C 1.189 -0.065 -6.028 0.0556 0.6365 1.0956
O -0.422 -2.258 -5.317 0.4648 0.9802 0.4545
H -4.520 -0.693 0.190 0.3778 -1.2799 1.2609
H -4.567 -2.501 0.720 0.2504 1.4072 0.4548
H -5.041 -1.137 1.895 1.2385 -0.5324 -1.2345
H -2.690 -1.930 2.524 -0.0909 0.8735 -1.5453
H -2.785 0.571 2.859 0.2141 -0.4375 -1.4956
H -1.306 0.387 1.778 -1.5575 -0.2993 0.1782
H -2.899 0.840 0.975 0.6500 -0.6737 1.5631
H -0.680 -1.533 0.866 -1.3365 -0.4432 -0.7371
H -1.704 -3.051 0.603 0.1363 1.6421 -0.0939
H -2.718 -0.658 -1.038 1.2796 -1.2909 -0.1332
H -3.941 -2.685 -1.373 1.7480 -0.2307 -0.6512
H -2.937 -2.513 -2.896 0.3168 -0.6081 1.4207
H -2.479 -3.794 -1.537 -0.3625 1.3353 -0.5958
H -0.704 0.042 -1.842 0.1705 -1.7951 -0.0192
H -0.929 -1.378 -2.979 0.7454 0.1085 1.2976
H -0.614 -3.521 -3.135 1.9438 0.4431 0.3585
H 1.011 -4.182 -3.652 -0.7637 0.7440 1.2726
H -0.041 -5.627 -2.262 0.3022 0.7411 0.7387
H -0.381 -4.584 -1.018 0.4100 0.0239 -0.5319
H 2.976 -2.016 -0.870 -0.2509 -1.5888 -1.2157
H 2.148 -3.574 -0.479 0.3978 0.8569 -1.8410
H 3.069 -4.356 -2.895 -0.0589 0.5349 0.7468
H 2.449 -5.723 -0.465 1.2579 0.0180 -1.0022
H 2.916 -6.357 -2.118 0.8176 1.0118 1.3304
H 5.209 -7.333 -0.707 -1.4608 0.3294 0.1017
H 3.595 -8.184 -0.883 0.8158 1.4526 0.6660
H 3.624 -9.851 2.201 1.1136 0.9181 -0.4255
H 5.183 -9.658 1.226 -0.8751 0.6064 0.9783
H 5.107 -9.108 2.985 -0.9383 0.0618 -1.5947
H 1.505 -8.032 1.669 0.8518 1.5549 0.5459
H 1.770 -6.141 1.826 0.0464 -1.4787 0.5954
H 2.135 -7.341 3.258 0.0416 0.4915 -1.8136
H 7.009 -7.060 1.178 -0.1640 1.2242 1.2492
H 8.802 -5.328 2.355 -1.9392 0.2177 0.7136
H 7.906 -3.524 4.115 -1.4108 -1.3488 -0.7364
H 5.265 -3.385 4.804 0.7548 -1.3410 -1.2391
H 3.524 -5.140 3.619 2.0217 -0.0303 -0.4375
H 4.746 -3.279 -3.876 -0.7960 0.5116 1.5447
H 6.839 -2.898 -2.490 -1.3511 0.6107 0.3744
H 3.786 -0.595 -2.752 -0.3927 -1.1794 -1.4895
H 5.744 -1.373 -4.975 -1.1816 -0.5286 0.0703
H 3.871 -1.670 -6.268 0.0352 -0.2150 0.8970
H 1.566 -0.463 -3.229 0.7032 -1.7339 -0.1251
H 2.055 0.070 -6.772 -1.5576 -0.2786 1.0493
H 1.353 0.696 -5.188 -0.2291 -0.8098 -1.3066
H 0.162 0.157 -6.486 1.4897 -0.4453 0.4313
H -0.891 -1.677 -5.953 0.4240 -0.3131 0.6597
C 2.883 -6.637 -7.296 -0.0671 -0.0234 0.0784
S 3.529 -4.951 -7.276 -0.0016 -0.2286 -0.2330
O 2.954 -4.264 -6.074 0.2154 -0.3160 0.1030
C 2.603 -4.382 -8.717 -0.1321 0.0966 0.0579
H 3.302 -7.178 -6.446 0.0438 0.1114 -0.0634
H 1.795 -6.619 -7.214 0.0520 0.0979 -0.0071
H 3.182 -7.130 -8.222 0.0342 0.0682 0.0451
H 1.532 -4.507 -8.544 0.0689 -0.0174 0.0777
H 2.912 -4.951 -9.595 0.0618 0.0082 0.0930
H 2.823 -3.326 -8.875 0.0546 -0.0877 0.0753
C -5.283 4.168 -1.035 -0.0440 -0.0806 -0.1402
S -3.594 3.922 -0.449 -0.2380 -0.0119 0.1251
O -3.322 2.448 -0.473 -0.0981 0.1786 -0.0702
C -3.925 4.387 1.263 0.0431 -0.0975 -0.0437
H -5.326 3.898 -2.092 0.1007 -0.0491 0.0671
H -5.969 3.534 -0.471 0.1147 -0.0038 0.0318
H -5.559 5.218 -0.918 0.0935 -0.0297 0.0368
H -4.697 3.739 1.682 0.0324 -0.0053 -0.0908
H -4.246 5.428 1.302 0.0499 -0.0565 0.0364
H -3.005 4.271 1.837 -0.0451 0.0266 -0.0975
C -2.650 8.250 1.626 -0.0492 -0.0519 -0.1035
S -2.869 7.899 3.384 -0.1849 0.0913 0.0426
O -3.929 6.849 3.504 0.1736 0.2405 -0.1967
C -3.628 9.484 3.794 -0.0218 -0.0849 -0.0028
H -2.218 7.370 1.148 -0.0037 0.0295 0.1119
H -3.616 8.474 1.169 -0.0010 -0.0043 0.0972
H -1.973 9.097 1.506 -0.0204 -0.0486 0.0564
H -4.531 9.630 3.199 0.0652 -0.0668 0.0029
H -2.917 10.289 3.600 -0.0403 -0.0464 0.0551
H -3.889 9.481 4.852 0.0794 -0.0307 -0.0999
C 12.009 -3.192 3.286 -0.0415 0.0362 -0.1204
S 11.278 -2.947 4.919 -0.0917 0.0499 -0.0086
O 9.797 -2.848 4.737 0.4500 0.1136 -0.0766
C 11.907 -1.271 5.151 -0.0421 0.1093 -0.0361
H 11.713 -4.175 2.919 -0.0106 0.0528 0.1349
H 11.649 -2.424 2.598 -0.0347 -0.0008 0.0940
H 13.096 -3.146 3.364 -0.0571 -0.0197 0.0580
H 11.553 -0.625 4.345 -0.0347 -0.0948 0.0103
H 12.998 -1.290 5.166 -0.0553 -0.0691 0.0165
H 11.539 -0.893 6.106 -0.0134 -0.1361 -0.0602
C -6.987 13.676 5.681 0.0105 0.1133 0.0232
S -6.328 12.012 5.448 -0.0885 0.0412 -0.2937
O -4.930 12.150 4.930 -0.2698 0.0104 0.0772
C -7.383 11.591 4.046 0.0083 0.0946 -0.2434
H -6.440 14.154 6.495 0.0275 -0.1189 -0.0602
H -6.859 14.258 4.767 0.0383 -0.1007 0.0070
H -8.045 13.614 5.942 0.0357 -0.1002 -0.0368
H -7.227 12.307 3.236 0.1858 0.0154 0.0912
H -8.425 11.601 4.361 0.1819 -0.0282 0.0529
H -7.118 10.590 3.702 0.0629 0.0552 0.1270
C -3.869 0.012 -4.193 0.0003 -0.0878 0.1187
S -4.538 1.383 -5.160 -0.1992 0.2086 0.2117
O -5.347 2.227 -4.231 0.2312 -0.3513 -0.2795
C -5.692 0.389 -6.130 -0.0943 -0.0795 0.0292
H -3.145 0.414 -3.483 -0.0934 0.1008 -0.0545
H -4.673 -0.487 -3.648 -0.0127 0.0763 -0.0332
H -3.370 -0.696 -4.858 -0.0322 0.0400 -0.0408
H -6.381 -0.135 -5.466 0.0598 0.0732 0.0358
H -5.134 -0.329 -6.735 0.0227 0.0620 0.0245
H -6.254 1.054 -6.786 0.1143 0.0326 0.0956
C -11.409 10.106 7.616 -0.0508 -0.0816 -0.0660
S -10.090 11.287 7.266 -0.0517 -0.1148 0.1644
O -9.674 11.085 5.845 -0.1949 -0.1077 0.4103
C -8.851 10.493 8.311 0.0821 -0.0670 -0.0165
H -12.287 10.385 7.032 0.1264 0.0659 0.0179
H -11.092 9.100 7.336 0.0667 0.0863 -0.0226
H -11.656 10.140 8.678 0.0463 0.0644 -0.0468
H -8.696 9.462 7.987 -0.0497 0.0674 -0.0614
H -9.184 10.515 9.350 -0.0426 0.0526 -0.0694
H -7.915 11.046 8.220 -0.1117 0.0126 -0.0726
```
Forces are in eV/Å.

gap between HOMO and LUMO: 7.56 eV
net charge: +1
molecular weight: 1146.779 g/mol
strongest force on any atom: 4.991 eV/A

These are the Mulliken partial charges, in e, on atoms 1 to 6:
1. C -1.092
2. C 0.210
3. C -0.823
4. C -0.678
5. C 1.217
6. C -1.319


Among the records above, which one has the highest molecular weight?
C39H89F2N2O9P2S9Si